7
Properties=species:S:1:pos:R:3 method="wB97M-V/def2-TZVPD" gap_ev="8.83 / 8.83" e_homo_ev="-9.80 / -9.80" e_above_lowest_kcal_mol=73.1
I 1.1128 -1.7579 -1.1828
F -0.5930 -1.2870 1.1274
O -1.5527 1.1266 0.1592
C -0.4860 0.7142 -0.2416
C 0.0104 -0.5868 0.2001
H 1.1638 0.7259 0.9012
H 0.3446 1.0651 -0.9634